Formula: C9H12N4O2
Source: the OMol25 dataset
Level of theory: the ωB97M-V functional and the def2-TZVPD basis

Calculated values
Frontier orbital gap (spin up / spin down) in eV: 6.8 / 6.8
Energy relative to the best compared isomer or geometry (same formula, charge and spin) in kcal/mol: 0.0
Total charge: +2
Highest occupied orbital energy (spin up / spin down) in eV: -14.8 / -14.8

Last column: Löwdin charge in e.
Atoms and positions in Å:
C -2.490 0.448 1.476  -0.026
C -2.393 1.758 1.486  -0.039
C -0.141 1.541 0.221  0.063
C -1.563 -1.703 0.512  0.092
C -1.584 -0.378 0.785  -0.154
C -0.357 0.222 0.198  -0.113
C 1.340 -0.835 -1.169  0.217
C 2.136 -2.842 -1.542  -0.258
C -1.309 2.485 0.739  -0.211
N -0.424 -1.956 -0.271  0.071
N 0.294 -0.851 -0.418  -0.092
N 3.240 -2.461 -2.050  0.003
N -0.616 3.635 1.530  0.204
O 1.377 -3.720 -1.378  0.174
O 4.180 -3.313 -2.482  0.089
H -3.272 -0.166 1.992  0.164
H -3.154 2.366 1.929  0.119
H 0.521 2.204 -0.285  0.108
H -2.317 -2.404 0.609  0.134
H 1.987 -0.011 -1.531  0.119
H -1.687 2.919 -0.274  0.193
H -0.010 -2.974 -0.497  0.208
H 3.611 -1.478 -2.046  0.199
H -0.401 3.349 2.508  0.181
H -1.188 4.476 1.600  0.171
H 0.453 3.764 1.298  0.218
H 3.765 -4.075 -2.939  0.163